[1]
Formula: C88H199N17O21
Source: the OMol25 dataset
Level of theory: ωB97M-V with the def2-TZVPD basis set

```
! wB97M-V def2-TZVPD RIJCOSX def2/J DEFGRID3
* xyz 0 1
C 0.00 -1.12 -5.93
C -1.50 -1.21 -6.33
C -2.09 -0.50 -5.11
O -1.09 0.49 -4.73
C 0.04 0.28 -5.49
H 0.74 -1.28 -6.73
H 0.20 -1.82 -5.14
H -1.91 -2.24 -6.51
H -1.61 -0.55 -7.20
H -2.29 -1.22 -4.34
H -3.08 -0.04 -5.34
H 0.89 0.49 -4.84
H 0.08 0.91 -6.39
C -4.86 3.72 -5.73
C -3.74 3.44 -6.75
C -4.01 1.98 -7.18
O -4.87 1.43 -6.21
C -5.71 2.46 -5.70
H -5.37 4.64 -5.97
H -4.34 3.85 -4.76
H -2.76 3.57 -6.33
H -3.83 4.11 -7.60
H -3.04 1.44 -7.13
H -4.45 1.93 -8.20
H -6.25 2.14 -4.76
H -6.53 2.59 -6.40
C 5.32 -1.73 -3.91
C 5.33 -0.25 -3.84
C 4.54 0.22 -5.09
O 3.65 -0.87 -5.38
C 4.25 -2.11 -4.96
H 5.13 -2.10 -2.92
H 6.29 -2.07 -4.17
H 6.29 0.16 -3.81
H 4.76 0.15 -2.98
H 5.20 0.34 -6.00
H 3.93 1.10 -4.99
H 4.68 -2.45 -5.90
H 3.45 -2.77 -4.70
C -5.99 -2.65 1.26
C -6.73 -1.35 1.73
C -6.28 -0.25 0.76
O -5.22 -0.93 0.01
C -4.73 -2.04 0.75
H -6.45 -3.10 0.36
H -5.82 -3.46 1.94
H -6.31 -1.15 2.75
H -7.82 -1.42 1.82
H -5.91 0.64 1.24
H -6.94 0.04 -0.06
H -4.14 -1.79 1.63
H -4.13 -2.60 0.04
C 4.57 -1.40 2.02
C 4.98 -1.81 0.59
C 6.52 -1.91 0.73
O 6.89 -1.01 1.72
C 5.88 -1.16 2.76
H 4.10 -2.23 2.57
H 3.90 -0.57 2.03
H 4.59 -1.05 -0.10
H 4.61 -2.78 0.29
H 6.97 -1.67 -0.18
H 6.77 -2.95 1.03
H 5.87 -0.31 3.39
H 6.12 -2.06 3.38
C -3.26 -6.37 -1.46
C -1.91 -5.71 -1.79
C -1.07 -5.83 -0.46
O -1.97 -6.23 0.56
C -3.06 -6.93 -0.06
H -3.60 -7.02 -2.24
H -4.09 -5.65 -1.52
H -1.95 -4.72 -2.13
H -1.35 -6.33 -2.49
H -0.65 -4.88 -0.16
H -0.26 -6.55 -0.62
H -3.87 -6.88 0.64
H -2.77 -8.00 -0.07
C 3.36 3.11 -3.47
C 3.71 4.31 -4.31
C 2.58 5.30 -4.01
O 1.71 4.67 -3.05
C 2.52 3.67 -2.34
H 4.17 2.54 -3.11
H 2.72 2.48 -4.08
H 3.79 3.98 -5.35
H 4.64 4.67 -3.94
H 2.03 5.48 -4.93
H 2.99 6.32 -3.75
H 1.78 3.00 -1.93
H 3.07 4.15 -1.51
C -1.78 0.15 2.56
C -3.08 0.49 3.21
N -3.41 -0.21 4.44
C -2.33 -0.05 5.43
C -1.95 1.34 6.00
C -4.72 0.12 5.01
C -5.35 -0.94 5.92
H -0.94 0.54 3.13
H -1.78 0.48 1.50
H -1.54 -0.93 2.44
H -3.05 1.61 3.46
H -3.91 0.38 2.51
H -2.54 -0.76 6.25
H -1.35 -0.46 5.06
H -2.69 1.92 6.54
H -1.16 1.09 6.69
H -1.48 1.92 5.16
H -5.34 0.33 4.14
H -4.66 1.04 5.55
H -4.65 -1.39 6.63
H -5.74 -1.79 5.32
H -6.14 -0.55 6.55
C -4.84 5.05 5.06
C -5.02 3.79 4.22
N -5.48 4.04 2.89
C -6.90 4.31 2.81
C -7.77 3.05 2.92
C -4.57 4.91 2.12
C -3.23 4.32 1.96
H -4.09 5.67 4.64
H -4.55 4.84 6.06
H -5.71 5.70 4.99
H -4.09 3.12 4.26
H -5.69 3.09 4.68
H -7.16 5.07 3.53
H -7.17 4.79 1.77
H -7.62 2.41 3.81
H -8.84 3.28 2.94
H -7.53 2.35 2.09
H -4.41 5.96 2.58
H -5.03 5.15 1.14
H -2.73 4.56 2.82
H -2.73 4.73 1.10
H -3.35 3.22 1.81
C 1.12 2.05 1.02
C 1.61 0.79 0.22
N 0.61 -0.27 0.11
C 1.24 -1.56 -0.15
C 1.71 -1.72 -1.67
C -0.51 -0.05 -0.83
C -1.47 -1.21 -0.94
H 0.43 2.63 0.41
H 1.91 2.76 1.17
H 0.68 1.69 1.88
H 1.97 1.16 -0.77
H 2.48 0.42 0.75
H 2.10 -1.58 0.52
H 0.57 -2.35 0.18
H 0.90 -1.42 -2.35
H 2.58 -1.07 -1.80
H 2.00 -2.78 -1.77
H -0.19 0.29 -1.80
H -1.04 0.84 -0.42
H -2.43 -0.95 -1.44
H -1.73 -1.71 0.01
H -0.92 -1.92 -1.52
C 2.88 -0.75 7.37
C 2.02 0.44 7.07
O 0.99 0.35 6.44
N 2.50 1.63 7.47
C 1.78 2.79 7.16
H 2.77 -1.17 8.34
H 3.90 -0.37 7.36
H 2.76 -1.47 6.64
H 3.41 1.69 7.93
H 0.71 2.64 7.37
H 1.95 3.09 6.10
H 2.22 3.67 7.67
C 0.23 4.27 3.33
C 0.66 5.16 4.49
O 1.72 5.79 4.38
N -0.10 5.12 5.63
C -0.03 5.95 6.83
H -0.87 4.29 3.09
H 0.58 3.24 3.31
H 0.71 4.65 2.48
H -0.88 4.45 5.56
H -0.03 5.35 7.70
H -0.87 6.58 6.78
H 0.94 6.47 6.82
C 3.64 6.96 -0.27
C 3.19 6.20 0.91
O 3.29 4.98 0.86
N 2.75 6.85 1.98
C 2.57 8.26 2.20
H 3.84 8.04 -0.03
H 2.86 7.04 -1.04
H 4.57 6.48 -0.64
H 2.52 6.19 2.69
H 3.35 8.82 1.73
H 2.64 8.41 3.26
H 1.56 8.57 1.91
C 0.38 -3.07 6.99
C 1.02 -3.05 5.61
O 1.74 -3.92 5.12
N 0.79 -1.89 4.88
C 1.27 -1.67 3.50
H 0.04 -2.07 7.28
H 1.15 -3.55 7.61
H -0.53 -3.71 7.19
H 0.74 -1.02 5.35
H 1.46 -2.59 2.96
H 2.23 -1.12 3.41
H 0.45 -1.18 3.03
C -7.04 4.47 -2.41
C -6.51 3.11 -2.13
O -7.18 2.12 -2.26
N -5.25 3.08 -1.75
C -4.51 1.88 -1.28
H -7.26 4.52 -3.53
H -6.28 5.28 -2.18
H -7.96 4.67 -1.82
H -4.71 3.92 -1.78
H -4.32 1.15 -2.05
H -4.99 1.46 -0.39
H -3.59 2.30 -0.95
C -1.31 -4.49 -4.96
C 0.09 -4.56 -4.44
O 0.58 -3.87 -3.56
N 0.88 -5.49 -5.11
C 0.33 -6.56 -5.91
H -1.85 -5.52 -4.91
H -1.21 -4.15 -6.01
H -1.80 -3.79 -4.28
H 1.80 -5.51 -4.72
H -0.33 -7.18 -5.32
H 1.14 -7.31 -6.03
H -0.03 -6.30 -6.91
C 2.24 -3.59 -8.10
C 2.93 -4.86 -8.55
O 2.77 -5.36 -9.63
N 3.75 -5.39 -7.62
C 4.57 -6.58 -7.93
H 2.07 -3.79 -7.05
H 1.32 -3.63 -8.68
H 2.74 -2.64 -8.23
H 3.83 -4.90 -6.76
H 5.44 -6.50 -7.28
H 4.90 -6.65 -8.93
H 4.04 -7.54 -7.71
C -1.87 -5.60 5.03
C -2.37 -4.19 5.15
O -2.69 -3.68 6.24
N -2.57 -3.50 3.98
C -2.29 -3.94 2.64
H -0.79 -5.63 4.81
H -2.44 -6.14 4.28
H -2.01 -6.10 5.97
H -3.03 -2.62 4.22
H -2.28 -3.13 1.93
H -3.03 -4.66 2.24
H -1.32 -4.48 2.62
C -4.74 -3.21 -4.75
C -4.62 -2.74 -3.31
O -3.90 -3.39 -2.58
N -5.27 -1.64 -2.93
C -6.00 -0.76 -3.84
H -3.96 -2.66 -5.30
H -5.72 -3.11 -5.22
H -4.32 -4.25 -4.75
H -5.18 -1.31 -1.92
H -6.37 0.07 -3.20
H -6.90 -1.27 -4.18
H -5.45 -0.31 -4.71
C 8.80 1.91 0.19
C 7.68 1.34 -0.66
O 7.87 0.69 -1.66
N 6.41 1.71 -0.31
C 5.93 2.21 0.99
H 9.27 1.06 0.67
H 8.67 2.69 0.95
H 9.58 2.22 -0.54
H 5.71 1.31 -0.92
H 5.00 2.72 1.01
H 6.64 2.92 1.38
H 5.91 1.43 1.77
C 5.46 -5.13 2.95
C 4.26 -5.03 2.07
O 4.36 -5.26 0.84
N 3.05 -4.79 2.63
C 1.77 -5.06 1.98
H 6.19 -4.29 2.82
H 5.95 -6.03 2.52
H 5.11 -5.26 3.98
H 2.97 -4.54 3.60
H 1.75 -6.04 1.47
H 1.51 -4.42 1.17
H 0.98 -5.04 2.75
C 5.96 -5.97 -2.83
C 4.44 -5.72 -2.88
O 3.89 -5.39 -3.95
N 3.78 -6.07 -1.74
C 2.36 -5.70 -1.75
H 6.47 -5.00 -2.83
H 6.31 -6.51 -3.69
H 6.18 -6.49 -1.94
H 4.22 -6.12 -0.81
H 2.22 -4.72 -2.15
H 2.12 -5.79 -0.69
H 1.82 -6.39 -2.39
C -1.60 3.50 -2.89
C -1.81 4.81 -2.15
O -2.90 5.16 -1.72
N -0.72 5.54 -2.02
C -0.81 6.80 -1.45
H -2.56 3.14 -3.20
H -1.12 2.67 -2.31
H -0.93 3.63 -3.73
H 0.18 5.18 -2.33
H -0.04 7.45 -1.84
H -0.66 6.73 -0.35
H -1.74 7.25 -1.60
C 3.83 2.06 4.01
C 4.65 2.69 5.07
O 5.00 2.07 6.05
N 5.14 3.91 4.82
C 5.04 4.77 3.67
H 4.08 1.03 3.79
H 3.80 2.63 3.12
H 2.77 2.09 4.26
H 5.58 4.40 5.59
H 4.78 4.31 2.73
H 5.94 5.37 3.59
H 4.35 5.57 3.94
*
```

Values from the calculation:
DFT total energy = -5983.2946 Ha
orbital gap = 8.234 eV

=====

[2]
Formula: C8H8IN2O
Source: the OMol25 dataset
Level of theory: ωB97M-V with the def2-TZVPD basis set

```
! wB97M-V def2-TZVPD RIJCOSX def2/J DEFGRID3
* xyz 1 1
I 5.07 -0.09 0.14
C 3.31 1.33 -0.86
N 2.20 0.49 -1.11
C 1.26 0.68 -0.11
C -0.02 0.08 0.06
C -0.93 0.47 1.06
C -2.17 -0.13 1.24
C -2.50 -1.25 0.54
C -1.67 -1.72 -0.44
C -0.41 -1.03 -0.73
N 1.67 1.78 0.59
O 2.82 2.31 0.02
H 4.03 1.77 -1.63
H 2.10 -0.27 -1.87
H -0.85 1.43 1.49
H -2.83 0.41 2.06
H -3.51 -1.80 0.67
H -1.96 -2.58 -0.93
H 0.34 -1.19 -1.50
H 1.28 2.10 1.40
*
```

Values from the calculation:
DFT total energy = -791.7303 Ha
structure (SMILES) = I[C@H]1[NH+]=C(c2ccccc2)NO1
orbital gap = 7.639 eV
energy relative to the best compared isomer or geometry (same formula, charge and spin) = 62.40 kJ/mol

=====

[3]
Formula: CHClF3N
Source: the OMol25 dataset
Level of theory: ωB97M-V with the def2-TZVPD basis set

```
! wB97M-V def2-TZVPD RIJCOSX def2/J DEFGRID3
* xyz 0 1
C 0.18 0.53 0.28
N 0.61 -0.82 0.02
F -0.05 0.90 1.52
F -0.53 -1.65 0.16
F 0.90 -0.82 -1.32
Cl 0.87 1.81 -0.64
H -1.99 0.04 -0.02
*
```

Values from the calculation:
DFT total energy = -852.9448 Ha
orbital gap (alpha / beta) = 8.618 / 9.646 eV
energy relative to the best compared isomer or geometry (same formula, charge and spin) = 598.16 kJ/mol

=====

[4]
Formula: C5H8O2Pd
Source: the OMol25 dataset
Level of theory: ωB97M-V with the def2-TZVPD basis set

```
! wB97M-V def2-TZVPD RIJCOSX def2/J DEFGRID3
* xyz 1 4
O -1.00 0.50 -0.40
Pd -0.67 2.10 -0.31
C 0.40 0.32 -0.38
O 0.82 -0.82 -0.27
C -1.93 -0.59 -0.28
C -3.33 -0.01 -0.27
H -1.77 -1.25 -1.14
H -1.72 -1.15 0.63
H -3.51 0.59 -1.17
H -4.06 -0.83 -0.25
H -3.48 0.62 0.61
C 3.50 0.00 0.33
C 4.62 0.43 0.59
H 4.11 -0.39 1.41
H 2.42 -0.40 0.10
H 5.60 0.86 0.80
*
```

Values from the calculation:
DFT total energy = -472.9689 Ha
expectation value of S² = 3.7575
orbital gap (alpha / beta) = 4.796 / 8.484 eV
energy relative to the best compared isomer or geometry (same formula, charge and spin) = 189.68 kJ/mol

=====

[5]
Formula: C5H8N2
Source: the OMol25 dataset
Level of theory: ωB97M-V with the def2-TZVPD basis set

```
! wB97M-V def2-TZVPD RIJCOSX def2/J DEFGRID3
* xyz 0 1
C 2.66 0.17 -0.31
C 1.19 0.08 0.02
C 0.13 0.64 -0.65
N -1.06 0.13 0.05
C -2.55 -0.05 -0.12
C -0.53 -0.65 1.03
N 0.77 -0.70 1.06
H 3.24 0.42 0.58
H 2.99 -0.82 -0.66
H 2.90 0.89 -1.10
H 0.30 1.51 -1.30
H -2.83 -0.67 -0.99
H -2.94 -0.62 0.75
H -3.13 0.87 -0.14
H -1.16 -1.21 1.71
*
```

Values from the calculation:
DFT total energy = -304.8059 Ha
structure (SMILES) = Cc1cn(C)cn1
orbital gap = 9.528 eV
energy relative to the best compared isomer or geometry (same formula, charge and spin) = 77.62 kJ/mol

=====

[6]
Formula: C29H32NO2RhS4SiTe
Source: the OMol25 dataset
Level of theory: ωB97M-V with the def2-TZVPD basis set

```
! wB97M-V def2-TZVPD RIJCOSX def2/J DEFGRID3
* xyz -1 6
Rh 1.27 0.15 2.71
O 5.27 -4.29 -0.83
C 4.57 -3.50 -0.25
S 4.58 -1.76 -0.56
C 3.37 -1.32 0.64
C 2.82 -2.36 1.37
S 1.59 -2.24 2.54
S 3.41 -3.96 1.00
S 2.95 0.31 0.77
C -1.98 1.41 -7.00
C -1.60 1.34 -5.54
C -0.53 2.07 -5.04
C -0.16 2.01 -3.70
C 1.02 2.83 -3.24
C -0.89 1.18 -2.82
Te -0.26 1.09 -0.71
N -0.46 0.92 1.55
C -1.38 0.61 2.44
O -1.01 0.15 3.56
C -2.87 0.77 2.22
C -3.72 0.12 3.11
C -5.10 0.20 2.95
C -5.64 0.93 1.90
C -4.79 1.60 1.02
C -3.41 1.52 1.19
C 0.14 -0.98 -1.01
C 1.16 -1.21 -1.94
C 1.59 -2.50 -2.22
C 1.00 -3.57 -1.56
C -0.02 -3.34 -0.65
C -0.48 -2.05 -0.36
C -1.62 -1.90 0.61
C -1.99 0.46 -3.31
C -2.82 -0.45 -2.43
C -2.32 0.54 -4.66
H -1.31 2.07 -7.55
H -3.00 1.78 -7.12
H -1.93 0.42 -7.46
H 0.04 2.70 -5.72
H 1.49 3.33 -4.10
H 1.78 2.22 -2.75
H 0.73 3.60 -2.52
H -3.28 -0.44 3.92
H -5.75 -0.32 3.64
H -6.71 0.99 1.77
H -5.20 2.18 0.21
H -2.76 2.05 0.51
H 1.63 -0.38 -2.44
H 2.38 -2.66 -2.94
H 1.34 -4.58 -1.74
H -0.49 -4.17 -0.14
H -2.16 -2.84 0.69
H -2.32 -1.13 0.29
H -1.26 -1.63 1.60
H -2.73 -0.17 -1.38
H -2.49 -1.49 -2.53
H -3.87 -0.40 -2.71
H -3.17 -0.03 -5.03
C 2.56 0.56 6.00
Si 3.03 0.94 4.21
C 3.65 2.72 4.24
C 4.61 -0.05 3.91
H 3.44 0.68 6.65
H 2.18 -0.46 6.10
H 1.77 1.24 6.36
H 4.45 2.80 4.98
H 2.86 3.44 4.50
H 4.05 3.01 3.26
H 5.35 0.17 4.69
H 5.04 0.21 2.94
H 4.41 -1.13 3.91
*
```

Values from the calculation:
DFT total energy = -3590.3337 Ha
expectation value of S² = 8.7828
orbital gap (alpha / beta) = 5.741 / 5.999 eV

=====

- Which of these has the highest DFT total energy?
  C5H8N2

=====

- Which value of DFT total energy does entry 4 give?
  -472.9689 Ha

=====

- Which value of DFT total energy does entry 5 give?
  -304.8059 Ha

=====

- Which of these has the lowest DFT total energy?
  C88H199N17O21